No. 1
Here is a gas-phase ion, C6H7O2 (charge +1) in a non-equilibrium geometry from the Open Molecules 2025 dataset. Energies are from the ωB97M-V functional and the def2-TZVPD basis.

CARTESIAN COORDINATES (ANGSTROEM)
1 C 1.05 1.11 -1.33
2 C 0.08 1.13 -0.31
3 C 1.63 0.12 -2.09
4 C 1.45 -1.23 -1.91
5 C -0.56 1.41 0.66
6 C -1.87 0.31 2.28
7 O 0.68 -1.71 -0.92
8 O -1.10 1.45 1.79
9 H 1.43 2.08 -1.50
10 H 0.53 -0.98 -0.24
11 H 2.33 0.51 -2.71
12 H 1.71 -1.87 -2.70
13 H -2.70 0.63 2.74
14 H -1.14 -0.04 3.09
15 H -2.04 -0.33 1.34

## Properties
frontier orbital gap (spin up / spin down)	0.2887 / 0.2886	Ha
E_LUMO (spin up / spin down)	-6.2336 / -6.2340	eV
multiplicity	1
F_max	0.1023	Eh/bohr
net charge	+1
highest occupied orbital energy (spin up / spin down)	-14.088 / -14.088	eV
energy above the lowest of the compared OMol25 structures with the same formula, charge and spin	66.4	kcal/mol

=====

No. 2
Here is a gas-phase ion, C5H11N2O (charge -1) in a non-equilibrium geometry from the Open Molecules 2025 dataset. Energies are from the ωB97M-V functional and the def2-TZVPD basis.

CARTESIAN COORDINATES (ANGSTROEM)
1 C 1.55 1.70 -2.17
2 N 0.66 2.27 -1.49
3 C -0.22 1.53 -0.59
4 C 0.15 0.00 -0.44
5 C -0.82 -0.66 0.57
6 N -0.66 0.09 1.82
7 C -0.37 -2.25 0.94
8 O -0.12 -2.40 2.25
9 H 2.16 2.32 -2.83
10 H 1.79 0.63 -2.30
11 H -0.05 2.00 0.40
12 H -1.25 1.61 -0.87
13 H 0.12 -0.56 -1.38
14 H 1.12 0.06 0.05
15 H -1.87 -0.54 0.27
16 H 0.03 -0.41 2.39
17 H -1.47 -0.13 2.40
18 H -1.26 -2.88 0.68
19 H 0.50 -2.39 0.29

## Properties
frontier orbital gap	0.2321	Ha
E_LUMO	3.6683	eV
SMILES string	C=NCC[C@H](N)C[O-]
multiplicity	1
F_max	0.0515	Eh/bohr
net charge	-1
highest occupied orbital energy	-2.648	eV
energy above the lowest of the compared OMol25 structures with the same formula, charge and spin	24.3	kcal/mol

=====

No. 3
Here is a molecular structure, C38H50AsClF2N4O7Si3Tl in a non-equilibrium geometry from the Open Molecules 2025 dataset. Energies are from the ωB97M-V functional and the def2-TZVPD basis.

CARTESIAN COORDINATES (ANGSTROEM)
1 Tl -0.77 0.89 -0.04
2 O -3.55 -3.11 1.31
3 C -4.75 -2.72 1.86
4 C -5.81 -3.61 1.92
5 C -6.98 -3.19 2.52
6 C -7.13 -1.91 3.07
7 C -6.13 -0.96 2.84
8 C -4.93 -1.33 2.22
9 C -3.88 -0.32 1.99
10 O -2.94 -0.42 1.20
11 N -4.22 0.89 2.72
12 N -3.22 1.66 2.69
13 C -3.31 2.76 3.49
14 C -2.20 3.53 3.67
15 C -2.36 4.81 4.29
16 C -1.30 5.69 4.47
17 C 0.01 5.26 4.16
18 C 0.24 3.97 3.68
19 C -0.82 3.15 3.25
20 O -0.65 2.17 2.47
21 H -3.57 -4.09 1.17
22 H -5.73 -4.57 1.37
23 H -7.78 -3.88 2.61
24 H -8.06 -1.67 3.59
25 H -6.31 0.07 3.11
26 H -4.25 3.01 4.00
27 H -3.35 5.10 4.65
28 H -1.51 6.70 4.81
29 H 0.81 5.98 4.41
30 H 1.22 3.60 3.43
31 Cl -3.63 -6.82 -1.41
32 C -3.15 -5.20 -1.75
33 C -4.04 -4.24 -2.28
34 C -3.56 -2.99 -2.60
35 C -2.23 -2.54 -2.27
36 O -1.90 -1.37 -2.50
37 C -1.34 -3.55 -1.61
38 C -0.03 -3.17 -1.18
39 O 0.36 -2.01 -1.08
40 C -1.85 -4.84 -1.41
41 H -5.07 -4.51 -2.46
42 H -4.14 -2.28 -3.18
43 H 0.71 -3.99 -0.98
44 H -1.20 -5.59 -1.02
45 C 3.19 4.63 -0.56
46 Si 2.21 4.22 -2.17
47 C 3.00 4.93 -3.78
48 C 0.32 4.55 -2.16
49 As 2.09 1.81 -2.25
50 Si 1.72 1.46 -4.57
51 C 3.19 2.02 -5.70
52 C 1.54 -0.42 -4.68
53 C 0.06 2.31 -4.97
54 Si 4.23 0.80 -1.52
55 C 5.88 1.61 -2.15
56 C 4.09 0.99 0.34
57 C 4.21 -1.02 -2.08
58 H 3.38 5.72 -0.64
59 H 4.16 4.15 -0.41
60 H 2.51 4.50 0.29
61 H 3.17 6.01 -3.54
62 H 2.32 4.91 -4.65
63 H 4.02 4.48 -4.00
64 H 0.03 5.35 -2.88
65 H 0.06 4.91 -1.16
66 H -0.31 3.66 -2.26
67 H 3.08 3.05 -6.07
68 H 3.17 1.35 -6.60
69 H 4.16 1.84 -5.21
70 H 2.43 -0.93 -4.33
71 H 1.38 -0.68 -5.77
72 H 0.70 -0.74 -4.05
73 H 0.20 3.42 -5.01
74 H -0.64 2.09 -4.19
75 H -0.34 1.95 -5.97
76 H 6.21 2.43 -1.50
77 H 5.83 2.01 -3.13
78 H 6.70 0.85 -2.10
79 H 4.98 0.69 0.88
80 H 3.22 0.43 0.73
81 H 3.93 2.07 0.52
82 H 4.46 -1.17 -3.14
83 H 3.18 -1.38 -1.94
84 H 4.86 -1.65 -1.41
85 O 1.92 -6.77 0.64
86 C 2.56 -6.57 1.83
87 N 2.28 -5.31 2.51
88 C 1.41 -4.35 2.13
89 O 0.51 -4.57 1.24
90 C 1.42 -3.10 2.95
91 C 2.38 -2.86 3.91
92 C 2.34 -1.62 4.59
93 C 1.37 -0.71 4.27
94 N 0.50 -0.89 3.25
95 C 0.45 -2.10 2.65
96 H 1.27 -6.04 0.60
97 H 3.67 -6.59 1.66
98 H 2.35 -7.45 2.54
99 H 2.78 -5.29 3.40
100 H 3.22 -3.52 4.15
101 H 3.11 -1.33 5.27
102 H 1.33 0.25 4.76
103 H -0.30 -2.26 1.87
104 F -3.66 2.01 -1.55
105 C -2.91 2.19 -0.39
106 F -2.82 3.54 -0.19
107 H -3.45 1.77 0.48

## Properties
frontier orbital gap (spin up / spin down)	0.1698 / 0.1875	Ha
E_LUMO (spin up / spin down)	0.7165 / 1.1945	eV
multiplicity	1
F_max	0.0694	Eh/bohr
net charge	-1
highest occupied orbital energy (spin up / spin down)	-3.905 / -3.907	eV
energy above the lowest of the compared OMol25 structures with the same formula, charge and spin	102.9	kcal/mol

=====

No. 4
Here is 3 unconnected molecules or ions with the total composition C4H11N3S in a non-equilibrium geometry from the Open Molecules 2025 dataset. Energies are from the ωB97M-V functional and the def2-TZVPD basis.

CARTESIAN COORDINATES (ANGSTROEM)
1 C 0.51 -2.82 0.11
2 C 0.80 0.41 -2.00
3 C -0.82 -2.71 0.68
4 C -0.17 2.47 1.91
5 N 0.08 0.15 -1.01
6 N -1.69 -1.86 0.47
7 N -0.16 2.67 0.67
8 S 0.43 4.15 0.06
9 H 0.27 -3.64 -0.64
10 H 0.73 -1.88 -0.38
11 H 1.09 -3.01 1.02
12 H -0.22 3.95 -1.23
13 H 0.76 1.33 -2.72
14 H 1.41 -0.35 -2.56
15 H -0.97 -3.41 1.56
16 H -0.49 0.91 -0.65
17 H 0.31 3.20 2.65
18 H -0.44 1.50 2.26
19 H -1.42 -1.07 -0.21

## Properties
frontier orbital gap (spin up / spin down)	0.2305 / 0.2482	Ha
E_LUMO (spin up / spin down)	0.6440 / -2.5553	eV
multiplicity	3
F_max	0.1490	Eh/bohr
highest occupied orbital energy (spin up / spin down)	-5.629 / -9.311	eV
energy above the lowest of the compared OMol25 structures with the same formula, charge and spin	34.9	kcal/mol

=====

No. 5
Here is 2 unconnected molecules or ions with the total composition C7H13NO2S in a non-equilibrium geometry from the Open Molecules 2025 dataset. Energies are from the ωB97M-V functional and the def2-TZVPD basis.

CARTESIAN COORDINATES (ANGSTROEM)
1 C 0.72 -0.84 -2.05
2 C 0.98 -1.20 2.59
3 C 0.55 -1.52 -0.92
4 C 0.24 -0.75 1.74
5 C -2.28 -0.40 1.56
6 C -0.73 -1.60 -0.18
7 C -0.87 -0.44 0.81
8 N 1.65 2.00 -0.03
9 O 1.60 3.28 -2.18
10 O -0.36 1.94 -1.43
11 S 1.09 1.86 -1.57
12 H 1.52 -0.85 -2.69
13 H -0.21 -0.44 -2.25
14 H 0.95 3.97 -1.85
15 H 1.51 -1.57 3.44
16 H 1.25 -2.11 -0.40
17 H -2.64 -1.34 1.79
18 H -2.22 0.23 2.36
19 H -2.97 -0.10 0.77
20 H -0.79 -2.45 0.34
21 H -1.59 -1.51 -0.88
22 H -0.81 0.40 0.16
23 H 0.94 1.93 0.68
24 H 2.48 1.49 0.19

## Properties
frontier orbital gap	0.3685	Ha
E_LUMO	0.7675	eV
multiplicity	1
F_max	0.0840	Eh/bohr
highest occupied orbital energy	-9.259	eV
energy above the lowest of the compared OMol25 structures with the same formula, charge and spin	106.5	kcal/mol

=====

No. 6
Here is a molecular structure, C17H31BrN2O7P2PtS from the Open Molecules 2025 dataset. Energies are from the ωB97M-V functional and the def2-TZVPD basis.

CARTESIAN COORDINATES (ANGSTROEM)
1 Pt -1.26 1.31 -0.54
2 C 1.91 3.34 -4.06
3 C 0.84 3.12 -3.00
4 O 0.28 4.38 -2.66
5 P -0.62 2.24 -3.70
6 O -1.23 3.13 -4.83
7 O -0.17 0.95 -4.47
8 O -1.65 1.97 -2.62
9 P 1.50 2.26 -1.50
10 O 1.13 0.71 -1.86
11 O 2.92 2.41 -1.20
12 O 0.42 2.60 -0.42
13 H 1.51 3.99 -4.84
14 H 2.23 2.41 -4.51
15 H 2.77 3.82 -3.59
16 H 0.03 4.37 -1.73
17 H -1.61 3.98 -4.56
18 H -0.52 0.85 -5.37
19 H 1.86 0.23 -2.27
20 C 1.55 -2.17 3.53
21 C 2.09 -0.77 3.78
22 C 2.74 -0.09 2.58
23 C 1.81 0.24 1.42
24 N 1.53 -0.96 0.62
25 C 0.39 -1.48 0.25
26 S -1.17 -0.67 0.54
27 N 0.31 -2.69 -0.26
28 C 1.41 -3.66 -0.35
29 C 0.88 -5.09 -0.39
30 C 0.36 -5.64 0.94
31 C -0.90 -4.97 1.48
32 H 1.24 -2.64 4.46
33 H 2.31 -2.81 3.07
34 H 0.67 -2.17 2.87
35 H 2.84 -0.83 4.58
36 H 1.30 -0.13 4.17
37 H 3.58 -0.68 2.21
38 H 3.18 0.86 2.90
39 H 2.26 0.97 0.76
40 H 0.85 0.62 1.77
41 H 2.36 -1.52 0.42
42 H -0.61 -3.01 -0.54
43 H 2.04 -3.52 0.53
44 H 2.00 -3.44 -1.24
45 H 1.71 -5.72 -0.73
46 H 0.11 -5.17 -1.16
47 H 1.16 -5.58 1.69
48 H 0.16 -6.70 0.80
49 H -0.72 -3.94 1.80
50 H -1.28 -5.51 2.34
51 H -1.69 -4.96 0.73
52 Br -6.05 4.91 2.50
53 C -4.81 3.87 1.63
54 C -4.22 4.34 0.43
55 C -3.30 3.56 -0.22
56 C -2.89 2.31 0.32
57 C -3.53 1.84 1.49
58 C -4.46 2.60 2.15
59 H -4.52 5.31 0.04
60 H -2.87 3.89 -1.15
61 H -3.27 0.87 1.89
62 H -4.93 2.27 3.06

## Properties
frontier orbital gap (spin up / spin down)	0.3209 / 0.2078	Ha
E_LUMO (spin up / spin down)	-5.7423 / -9.7368	eV
multiplicity	5
F_max	0.0146	Eh/bohr
net charge	+2
highest occupied orbital energy (spin up / spin down)	-14.474 / -15.390	eV

=====

No. 7
Here is 10 unconnected molecules or ions with the total composition C42H75FO31 in a non-equilibrium geometry from the Open Molecules 2025 dataset. Energies are from the ωB97M-V functional and the def2-TZVPD basis.

CARTESIAN COORDINATES (ANGSTROEM)
1 C 1.88 2.75 -1.38
2 C 1.77 1.78 -2.59
3 C 0.47 1.66 -3.28
4 C 0.31 0.78 -4.41
5 C 1.42 -0.05 -4.94
6 C 1.09 -0.98 -6.14
7 C 2.28 -1.22 -7.14
8 C 0.42 -2.36 -5.66
9 C 2.69 0.08 -4.27
10 O 3.79 -0.69 -4.69
11 C 4.20 -1.62 -3.71
12 O 3.25 -2.71 -3.69
13 C 3.72 -3.82 -4.37
14 O 4.24 -3.75 -5.44
15 O 3.52 -5.04 -3.78
16 C 2.14 -5.50 -3.96
17 C 2.04 -7.06 -3.96
18 C 1.24 -7.68 -5.16
19 F 1.25 -6.88 -6.33
20 C 2.86 0.98 -3.12
21 H 2.85 3.32 -1.47
22 H 1.07 3.52 -1.52
23 H 1.79 2.25 -0.39
24 H -0.41 2.22 -2.91
25 H -0.69 0.72 -4.90
26 H 0.28 -0.47 -6.73
27 H 2.88 -2.11 -6.80
28 H 2.98 -0.35 -7.10
29 H 1.90 -1.46 -8.17
30 H 0.73 -3.21 -6.32
31 H 0.58 -2.55 -4.57
32 H -0.69 -2.25 -5.79
33 H 5.23 -1.98 -3.99
34 H 4.31 -1.19 -2.68
35 H 1.57 -5.13 -3.07
36 H 1.72 -5.01 -4.87
37 H 3.05 -7.55 -3.88
38 H 1.48 -7.36 -3.02
39 H 0.18 -7.95 -4.90
40 H 1.74 -8.65 -5.42
41 H 3.84 1.06 -2.57
42 C 4.09 -8.32 -0.69
43 O 3.29 -9.43 -1.13
44 C 3.53 -10.57 -0.47
45 O 4.32 -10.72 0.41
46 O 2.72 -11.51 -0.98
47 C 2.86 -12.79 -0.37
48 H 3.81 -7.46 -1.29
49 H 3.89 -8.10 0.36
50 H 5.15 -8.53 -0.85
51 H 2.62 -12.75 0.70
52 H 3.87 -13.18 -0.51
53 H 2.16 -13.47 -0.85
54 C 0.49 -9.32 0.13
55 O -0.79 -8.89 0.61
56 C -1.24 -7.79 0.00
57 O -0.68 -7.18 -0.88
58 O -2.43 -7.48 0.52
59 C -3.04 -6.32 -0.04
60 H 0.77 -10.21 0.69
61 H 0.43 -9.58 -0.93
62 H 1.24 -8.55 0.31
63 H -3.22 -6.46 -1.11
64 H -2.41 -5.44 0.12
65 H -3.99 -6.16 0.46
66 C -0.46 4.86 3.11
67 O -1.68 4.14 2.93
68 C -1.74 3.45 1.79
69 O -0.89 3.40 0.94
70 O -2.93 2.83 1.74
71 C -3.13 2.05 0.56
72 H -0.53 5.38 4.07
73 H 0.39 4.18 3.15
74 H -0.33 5.60 2.33
75 H -2.39 1.25 0.49
76 H -3.11 2.68 -0.33
77 H -4.12 1.59 0.64
78 C -0.20 9.62 8.83
79 O -1.42 8.90 8.64
80 C -1.48 8.21 7.49
81 O -0.62 8.16 6.65
82 O -2.66 7.59 7.45
83 C -2.87 6.81 6.27
84 H -0.27 10.14 9.78
85 H 0.65 8.94 8.86
86 H -0.07 10.36 8.04
87 H -2.12 6.01 6.20
88 H -2.84 7.44 5.38
89 H -3.85 6.35 6.34
90 C -5.51 -7.33 -4.81
91 O -4.80 -7.35 -6.04
92 C -3.57 -6.82 -5.98
93 O -3.06 -6.35 -5.00
94 O -3.02 -6.91 -7.19
95 C -1.70 -6.37 -7.28
96 H -6.48 -7.79 -4.98
97 H -4.98 -7.92 -4.05
98 H -5.66 -6.31 -4.47
99 H -1.02 -6.91 -6.62
100 H -1.70 -5.31 -7.04
101 H -1.36 -6.49 -8.30
102 C 0.16 -6.62 2.63
103 O 0.82 -5.64 3.44
104 C 1.83 -5.02 2.83
105 O 2.21 -5.22 1.70
106 O 2.35 -4.13 3.68
107 C 3.45 -3.39 3.16
108 H -0.64 -7.06 3.22
109 H -0.27 -6.16 1.74
110 H 0.86 -7.41 2.35
111 H 3.14 -2.80 2.30
112 H 4.28 -4.06 2.90
113 H 3.79 -2.71 3.94
114 C -1.93 11.24 0.30
115 O -2.73 10.16 -0.18
116 C -2.50 9.00 0.44
117 O -1.70 8.81 1.32
118 O -3.30 8.07 -0.10
119 C -3.16 6.77 0.47
120 H -2.21 12.13 -0.27
121 H -2.13 11.43 1.35
122 H -0.87 11.04 0.14
123 H -3.41 6.79 1.53
124 H -2.15 6.40 0.31
125 H -3.86 6.11 -0.04
126 C -3.10 10.59 15.21
127 O -2.27 9.76 14.40
128 C -2.74 9.56 13.16
129 O -3.75 10.01 12.71
130 O -1.87 8.77 12.51
131 C -2.25 8.47 11.17
132 H -2.62 10.68 16.18
133 H -3.18 11.59 14.77
134 H -4.08 10.14 15.34
135 H -2.30 9.38 10.57
136 H -3.20 7.94 11.14
137 H -1.48 7.82 10.74
138 C 2.04 7.45 -6.42
139 O 1.28 6.63 -5.53
140 C 1.16 7.13 -4.30
141 O 1.63 8.17 -3.90
142 O 0.43 6.27 -3.57
143 C 0.22 6.68 -2.22
144 H 2.06 6.95 -7.39
145 H 1.57 8.42 -6.55
146 H 3.06 7.56 -6.06
147 H -0.32 7.62 -2.18
148 H 1.18 6.76 -1.69
149 H -0.38 5.91 -1.73

## Properties
frontier orbital gap	0.3215	Ha
E_LUMO	0.3333	eV
SMILES string	Cc1ccc(C(C)C)c(OCOC(=O)OCCCF)c1.COC(=O)OC.COC(=O)OC.COC(=O)OC.COC(=O)OC.COC(=O)OC.COC(=O)OC.COC(=O)OC.COC(=O)OC.COC(=O)OC
multiplicity	1
F_max	0.0450	Eh/bohr
highest occupied orbital energy	-8.416	eV

=====

No. 8
Here is a molecular structure, C27H26GeN6O4PdS from the Open Molecules 2025 dataset. Energies are from the ωB97M-V functional and the def2-TZVPD basis.

CARTESIAN COORDINATES (ANGSTROEM)
1 Pd -0.18 1.32 0.02
2 C -4.47 3.62 2.21
3 C -3.39 4.11 1.31
4 N -3.25 5.32 0.89
5 N -2.14 5.29 0.10
6 C -1.57 4.08 0.02
7 S -0.19 3.61 -0.81
8 N -2.38 3.31 0.79
9 N -2.15 1.95 1.00
10 H -5.11 4.46 2.46
11 H -4.05 3.20 3.13
12 H -5.06 2.85 1.72
13 H -1.81 6.13 -0.34
14 H -2.93 1.40 0.63
15 H -2.08 1.76 2.00
16 C 2.95 2.44 -1.68
17 C 2.83 1.08 -1.09
18 N 1.73 0.55 -0.58
19 C 2.06 -0.71 -0.13
20 C 3.40 -0.94 -0.37
21 N 3.84 0.20 -0.97
22 C 4.40 -2.03 -0.18
23 O 3.98 -3.16 0.37
24 O 5.52 -1.84 -0.56
25 C 1.07 -1.63 0.44
26 O 1.39 -2.75 0.80
27 O -0.16 -1.16 0.52
28 H 2.10 2.63 -2.34
29 H 3.87 2.53 -2.26
30 H 2.95 3.19 -0.90
31 H 4.80 0.31 -1.28
32 H 3.02 -3.11 0.59
33 C -1.44 -6.63 1.69
34 C -0.61 -6.25 0.64
35 C -0.66 -4.96 0.16
36 C -1.53 -4.02 0.72
37 C -2.36 -4.41 1.76
38 C -2.32 -5.72 2.25
39 Ge -1.65 -2.23 0.02
40 C -1.63 -2.08 -1.90
41 C -1.81 -3.19 -2.72
42 C -1.82 -3.04 -4.10
43 C -1.66 -1.79 -4.66
44 C -1.48 -0.67 -3.85
45 C -1.48 -0.82 -2.47
46 C -3.00 -1.19 0.93
47 C -4.14 -0.77 0.24
48 C -5.19 -0.15 0.92
49 C -5.09 0.06 2.29
50 C -3.95 -0.34 2.98
51 C -2.91 -0.96 2.30
52 H -1.41 -7.65 2.06
53 H 0.07 -6.97 0.20
54 H 0.01 -4.67 -0.65
55 H -3.05 -3.71 2.21
56 H -2.97 -6.01 3.06
57 H -1.95 -4.18 -2.28
58 H -1.96 -3.91 -4.73
59 H -1.66 -1.68 -5.74
60 H -1.36 0.31 -4.30
61 H -1.34 0.06 -1.85
62 H -4.23 -0.95 -0.82
63 H -6.08 0.15 0.39
64 H -5.92 0.51 2.83
65 H -3.89 -0.19 4.05
66 H -2.04 -1.29 2.85

## Properties
frontier orbital gap (spin up / spin down)	0.3049 / 0.3212	Ha
E_LUMO (spin up / spin down)	-2.4877 / -2.5562	eV
multiplicity	2
F_max	0.0054	Eh/bohr
net charge	+1
highest occupied orbital energy (spin up / spin down)	-10.784 / -11.296	eV
energy above the lowest of the compared OMol25 structures with the same formula, charge and spin	0.0	kcal/mol

=====

What did we get for molar mass? Answer: 111.12 115.16 1111.85 133.22 175.25 744.44 1095.03 709.64 g mol⁻¹, in the order shown.